## P
Below is C3H5NO as an isolated structure, with properties calculated with ωB97M-V/def2-TZVPD.

Atoms and positions in Å:
C 1.05392 0.92671 0.12620
C 0.13268 0.00785 -0.12063
C -1.54747 -0.06665 -0.07264
N 1.09783 -0.94113 -0.16742
O 2.05859 0.03863 0.04880
H 1.17760 1.94722 0.07328
H -1.70141 -0.42159 0.90889
H -1.67100 0.93532 -0.28219
H -1.82462 -0.70603 -1.00446
H 1.22387 -1.72032 0.49017

Output
- Kohn-Sham gap: 9.4 eV
- Highest occupied orbital energy: -8.39 eV

natural (NBO) analysis output, partial charges in e: C -0.019; C 0.056; C -0.625; N -0.305; O -0.335; H 0.190; H 0.224; H 0.222; H 0.227; H 0.366



## Q
Below is a single C3H5NO molecule, with properties calculated with ωB97M-V/def2-TZVPD.

Atoms and positions in Å:
C -1.09968 1.78417 -0.67817
C -0.66348 0.41267 -0.36623
N 0.50838 -0.26234 0.19652
C 0.79800 -1.50686 0.48143
O 1.89652 -1.71697 1.11716
H -0.45703 2.68624 -0.47688
H -2.02575 1.99484 -1.18628
H -1.43426 -0.24603 -0.82225
H 0.29175 -2.33904 0.19087
H 2.18555 -0.80668 1.54382

Output
- Kohn-Sham gap: 9.4 eV
- Highest occupied orbital energy: -8.62 eV

natural (NBO) analysis output, partial charges in e: C -0.424; C -0.015; N -0.594; C 0.452; O -0.640; H 0.195; H 0.207; H 0.154; H 0.154; H 0.510



## R
Below is a single C3H5NO molecule, with properties calculated with ωB97M-V/def2-TZVPD.

Atoms and positions in Å:
O 1.74599 0.54558 0.47662
C 1.56245 -0.42949 -0.32797
N 0.03997 -0.76344 -0.23805
C -0.77412 0.65781 -0.57610
C -0.78648 -0.24144 0.77335
H 2.25745 -0.97686 -0.89782
H -0.34500 1.67559 -0.47393
H -1.58060 0.29892 -1.27331
H -1.63322 -0.99989 0.91220
H -0.48644 0.23321 1.62501

Output
- Kohn-Sham gap: 9.7 eV
- Highest occupied orbital energy: -9.23 eV

natural (NBO) analysis output, partial charges in e: O -0.558; C 0.526; N -0.486; C -0.298; C -0.227; H 0.172; H 0.239; H 0.224; H 0.202; H 0.205



## S
Below is a single C3H5NO molecule, with properties calculated with ωB97M-V/def2-TZVPD.

Atoms and positions in Å:
C 1.60388 0.14703 -0.19910
N 1.05577 1.16195 0.24091
C -0.65683 0.70205 0.18307
C -0.60329 -0.77803 0.06864
O 0.54520 -1.17404 -0.56746
H 2.57500 -0.24095 -0.49641
H -0.92738 1.23012 -0.72844
H -1.24136 1.05662 1.03679
H -0.82150 -1.32017 0.99922
H -1.53300 -0.76771 -0.53667

Output
- Kohn-Sham gap: 11.0 eV
- Highest occupied orbital energy: -9.91 eV

natural (NBO) analysis output, partial charges in e: C 0.326; N -0.419; C -0.194; C -0.118; O -0.593; H 0.219; H 0.201; H 0.216; H 0.167; H 0.194



Pick the least stable structure from those above. Pick: P